[1]
10
Properties=species:S:1:pos:R:3 method="wB97M-V/def2-TZVPD" smiles="COC(=O)N(Cl)Cl" homo_energy_ev=-9.23 e_tot_ha=-1203.5052 orbital_gap_ev=9.63 max_force_ha_per_bohr=0.1015 e_above_lowest_kj_mol=384.3
C 0.00534 0.16791 0.85383
O 1.26454 0.83212 0.60303
C 1.36247 1.68037 -0.34482
O 0.73556 2.08487 -1.24524
N 3.02068 2.29751 -0.29986
Cl 2.88345 3.99387 -0.34430
Cl 3.71745 1.62237 -1.72256
H -0.11318 -0.80971 0.53112
H -0.87819 0.79708 0.73612
H -0.03074 0.19106 2.00668

[2]
9
Properties=species:S:1:pos:R:3 method="wB97M-V/def2-TZVPD" homo_energy_ev=-9.57 e_tot_ha=-1451.2990 orbital_gap_ev=9.37 max_force_ha_per_bohr=0.0605 e_above_lowest_kj_mol=64.8
C -0.15829 -0.02777 0.94137
C -0.01004 0.44925 -1.45101
N 0.22013 -0.21560 -0.19664
S 0.18261 -0.83152 2.43293
Cl -1.38882 1.16966 1.45715
Cl 1.48904 -2.36627 1.96107
H 0.80405 1.02864 -1.67341
H -0.81918 1.09721 -1.39455
H -0.31951 -0.30360 -2.07690